The following is a quantum chemistry calculation of a cluster of 12 separate species, C48H96O24S7 in total in a non-equilibrium geometry, from the OMol25 dataset.

orbital gap: 9.864 eV
largest force on an atom: 4.77 eV/Å
SMILES: O=S1(=O)CCCC1.O=S1(=O)CCCC1.O=S1(=O)CCCC1.O=S1(=O)CCCC1.O=S1(=O)CCCC1.O=S1(=O)CCCC1.O=S1(=O)CCCC1.CCOC(C)=O.CCOC(C)=O.CCOC(C)=O.CCOC(C)=O.CCOC(C)=O
ΔE to the lowest compared entry with this formula, charge and spin: 0.0 kJ/mol
LUMO energy: 0.037 eV

The geometry in XYZ format:
```
175
Properties=species:S:1:pos:R:3:forces:R:3
O -20.07401 -15.69672 0.73529 0.0887 0.6926 1.0824
S -20.50304 -15.68442 -0.63332 0.5619 1.8986 0.4908
O -20.30536 -16.92346 -1.30201 -0.2759 -1.1109 -1.4043
C -22.20131 -15.11167 -0.69103 0.0747 0.6531 -0.6935
C -22.29372 -13.76992 -1.46662 2.0152 -0.3673 0.4650
C -20.97049 -13.74888 -2.34539 -1.2198 0.5159 0.5626
C -19.79007 -14.28497 -1.51656 -0.9339 0.5445 0.2715
H -22.51456 -15.12964 0.34157 -0.4684 -0.0053 0.1080
H -22.65701 -15.84283 -1.31804 -0.7919 -0.8335 -0.0238
H -23.14965 -13.70140 -2.11582 -0.3625 -0.2658 -0.1456
H -22.31066 -12.89151 -0.83548 0.0545 0.0155 0.4647
H -20.82753 -12.69414 -2.63431 0.2369 -0.6562 -0.2992
H -21.26423 -14.38869 -3.18025 0.7689 0.1598 -0.3405
H -19.44585 -13.51824 -0.78853 -0.3642 -0.6762 -0.2344
H -18.95231 -14.63003 -2.08044 0.5082 -0.3413 -0.5124
O -20.62636 -17.64970 5.49248 0.5497 0.8790 0.4275
S -19.84391 -17.60116 6.73801 -0.4655 -1.7344 -2.4890
O -18.86713 -16.60145 6.99256 0.5811 1.4779 0.0891
C -21.04431 -17.79712 8.02106 -0.3770 2.3288 -0.1604
C -20.71156 -19.10024 8.61139 -1.5074 -1.7205 0.3336
C -20.21127 -19.99504 7.50093 0.4123 -0.6867 -0.9415
C -19.05897 -19.20988 6.79751 -0.7679 0.0421 1.7776
H -21.97824 -17.75717 7.44089 0.1830 -0.3926 0.5152
H -21.01122 -16.91343 8.68719 0.1546 -0.5287 -0.2433
H -19.95720 -19.06737 9.36130 0.5742 0.3654 0.7810
H -21.62202 -19.55419 9.03945 0.4008 0.1760 0.0434
H -21.03709 -20.20006 6.78849 0.6245 0.1747 0.3596
H -19.91105 -20.93892 7.94428 0.3825 -0.1282 -0.2053
H -18.64674 -19.56054 5.87206 -0.4426 -0.0314 -0.8637
H -18.18414 -19.04759 7.41708 0.0512 -0.2611 0.6097
O -24.88388 -19.88466 4.79387 -0.2567 -0.5145 -0.1439
S -23.54613 -19.46238 5.10897 0.7189 -0.1780 -0.8947
O -23.11326 -19.56466 6.47574 0.1568 0.0922 0.2377
C -22.37143 -20.21224 3.90105 -0.5227 -1.5613 0.2008
C -22.73532 -19.42545 2.63630 1.4395 -0.4768 0.8332
C -22.70027 -17.98411 3.08507 0.0324 0.1113 -1.2098
C -23.42591 -17.83405 4.36251 -1.3946 0.0056 0.8045
H -22.49940 -21.32550 3.80513 -0.4307 1.0712 0.1952
H -21.34195 -20.12486 4.25024 -0.0268 0.6674 0.0155
H -21.93045 -19.52928 1.88114 -0.9297 -0.4569 0.0309
H -23.75018 -19.70397 2.38128 0.0277 -0.2392 -0.7343
H -23.21016 -17.42846 2.30812 0.2955 0.6593 -0.1742
H -21.65674 -17.70098 3.20568 -0.0349 0.3510 -0.0740
H -24.47658 -17.55800 4.28584 -0.0866 -0.0821 -0.3983
H -22.99681 -17.09156 4.96735 0.8791 0.6082 1.1795
O -18.29275 -21.25732 -0.52364 -0.6494 -0.1316 -1.2388
S -19.39657 -21.25307 -1.50276 2.2161 -1.3768 3.9984
O -19.13546 -20.83634 -2.82691 -0.0466 0.3942 -1.8757
C -20.25858 -22.85226 -1.48675 0.1578 0.2215 -0.7186
C -21.74914 -22.39375 -1.56430 0.0880 -2.2260 -0.1078
C -21.84606 -20.91335 -1.50910 -2.1462 2.2917 -0.3416
C -20.67754 -20.35119 -0.79034 -0.0196 0.2672 0.1986
H -19.93114 -23.51376 -0.64220 -0.4391 0.9282 -0.6402
H -19.97340 -23.31033 -2.44145 0.0928 -0.0841 0.3287
H -22.20513 -22.81441 -2.48657 0.1800 0.3264 0.6788
H -22.27832 -22.80684 -0.70984 -0.0788 -0.1993 0.0382
H -22.72862 -20.57095 -0.93567 0.0534 -0.3989 -0.4881
H -21.94399 -20.45930 -2.50475 0.1354 -0.1717 0.1679
H -20.73350 -20.59174 0.26147 0.2839 -0.3063 0.2898
H -20.47097 -19.29977 -0.88753 -0.0763 0.5188 -0.3228
O -18.98264 -11.32749 3.03275 0.2367 -0.0321 -0.0324
S -19.24873 -12.47755 2.19414 1.0815 1.9717 -1.3618
O -19.36787 -12.22677 0.75760 0.0182 -0.2959 0.6398
C -18.04388 -13.70256 2.61420 -0.6980 -0.5415 0.1870
C -18.64036 -14.10356 3.97231 -0.3490 -1.8735 -1.7188
C -20.12637 -14.40670 3.69478 -0.5630 1.2697 -0.7607
C -20.67582 -13.21635 2.81874 -0.7533 -0.2086 1.2177
H -17.08419 -13.24032 2.60854 0.6698 0.5991 0.4271
H -17.97450 -14.53268 1.90720 -0.5034 0.0438 -0.0493
H -18.21801 -15.04824 4.30750 0.4894 0.3590 0.5385
H -18.60261 -13.28573 4.63745 0.5111 0.6147 1.0915
H -20.62085 -14.51783 4.66409 -0.3388 -0.2059 -0.4932
H -20.29139 -15.20516 2.97807 0.3544 -0.8316 0.7164
H -21.21420 -12.43004 3.38370 0.3127 -0.4362 -0.3628
H -21.21712 -13.48361 1.92012 -0.4547 -0.4789 0.1786
O -14.24876 -20.38529 -1.23900 -0.0089 0.1443 1.0107
S -14.57057 -20.27016 -2.62735 0.1349 -1.7161 -1.6150
O -14.20015 -21.35254 -3.51797 -0.1753 0.0812 0.1849
C -16.31291 -19.88661 -2.83896 0.1852 0.0324 0.6395
C -16.29104 -18.38733 -2.97273 -0.6162 1.9003 0.3266
C -15.06063 -18.01562 -3.81830 0.0757 0.2851 0.2937
C -13.86708 -18.76276 -3.24849 -0.7981 -0.3401 -0.3659
H -16.80678 -20.19188 -1.90367 0.1187 -0.2183 -0.6238
H -16.72638 -20.36331 -3.74819 0.3963 0.0269 0.6920
H -17.18061 -18.06836 -3.50006 -0.3474 0.0835 -0.1643
H -16.36205 -17.81734 -1.99697 0.5410 -0.8301 -0.8322
H -14.76679 -16.96097 -3.85847 -0.6515 -0.0189 -0.0209
H -15.23788 -18.37529 -4.84170 0.0895 0.1750 0.1623
H -13.48182 -18.37291 -2.31227 0.6059 0.6923 -0.3996
H -13.22412 -18.96825 -4.10561 0.6723 -0.1653 0.8336
O -16.64154 -19.59606 3.75909 0.0185 -2.2041 0.8462
S -16.88233 -18.36944 3.08762 0.9852 1.0251 -0.9687
O -16.14434 -17.24759 3.63029 -0.3479 0.4455 -0.3474
C -16.59605 -18.54465 1.28642 -0.8325 -0.3411 1.0741
C -17.82361 -17.85372 0.68647 -0.1169 0.1522 -0.7189
C -19.00452 -18.32674 1.53908 -0.8582 0.3707 0.2769
C -18.59613 -18.04593 2.97550 -0.5730 0.5157 0.0423
H -16.59391 -19.62073 1.10159 -0.0229 0.0200 -0.0850
H -15.61145 -18.14875 1.16193 0.4958 0.5329 -0.6159
H -17.69962 -16.75181 0.73441 -0.1241 -0.5987 -0.1072
H -18.04939 -18.15604 -0.35614 0.5650 0.2818 0.4285
H -19.21902 -19.38255 1.33894 0.2636 0.0269 0.2704
H -19.94535 -17.75084 1.38247 0.8392 -0.5143 -0.2776
H -19.14851 -18.54656 3.75396 -0.0511 -0.3501 0.1959
H -18.69133 -16.98164 3.16277 -0.0945 0.2832 0.0274
C -14.30891 -15.60160 6.75001 0.3775 0.6122 0.1031
C -15.73370 -15.10809 6.52673 0.2907 1.3038 -1.0911
O -15.87541 -13.66488 6.80716 0.5141 0.3346 0.0623
C -15.79916 -12.83384 5.77151 -0.1216 -1.4981 -2.7433
C -16.00160 -11.38604 6.12086 -0.9950 0.3333 -0.9894
O -15.65451 -13.26732 4.60566 -0.0389 1.4416 2.3772
H -13.89009 -15.53223 7.76782 -0.6547 0.2214 -0.1438
H -13.59702 -15.02995 6.11085 -0.6029 -0.5095 0.1694
H -14.26819 -16.65391 6.50084 0.0472 -0.2387 -0.3451
H -16.04379 -15.23172 5.47666 0.3876 -0.2164 0.4134
H -16.52759 -15.46598 7.12325 -0.3687 -1.0895 0.9327
H -16.73163 -11.28189 6.92522 0.0286 -0.0606 -0.1077
H -16.31687 -10.78435 5.22364 0.1757 -0.8941 0.8242
H -15.09348 -10.94776 6.45773 0.9465 0.2188 0.4028
C -16.20131 -11.78982 -0.48716 -0.1279 0.0224 -0.1111
C -14.91067 -12.49045 -0.89763 0.9938 0.1176 0.4666
O -14.24704 -13.20478 0.21506 -0.0252 1.5188 -0.5707
C -14.72171 -14.35312 0.65210 -3.3334 -1.8044 -1.9740
C -14.08438 -14.63729 1.97404 0.4108 -1.2400 -0.3209
O -15.61881 -14.98799 0.00950 2.7011 1.5997 2.2266
H -17.03759 -12.42604 -0.12422 0.7770 0.1940 -0.3630
H -16.55147 -11.22540 -1.37058 0.0093 -0.2630 0.3297
H -15.97761 -11.04194 0.28034 -0.0728 -0.1487 -0.0077
H -15.01016 -13.22289 -1.68475 -0.3409 -0.0418 -0.3173
H -14.14831 -11.71478 -1.21018 -0.8042 -0.9702 0.4169
H -13.00813 -14.71886 1.76544 -0.1375 0.7199 0.4312
H -14.30086 -15.59342 2.43778 -0.6713 -0.1450 -0.3583
H -14.40069 -13.86774 2.66257 0.4348 0.4044 0.2007
C -21.29624 -26.01163 2.56900 -0.2024 -0.5888 -2.1292
C -21.16098 -24.56387 2.12763 0.2866 -0.7896 0.9799
O -19.72976 -24.23969 2.21169 -1.2931 0.8937 0.0999
C -19.44749 -22.88716 2.15357 -0.0341 -2.1947 -0.0737
C -17.98550 -22.70247 2.25957 1.0346 1.4940 1.4102
O -20.31304 -22.08116 1.95787 -0.1492 0.6630 0.1310
H -22.28984 -26.32937 2.86052 -0.4165 0.4102 -0.0742
H -20.67026 -26.24072 3.37746 1.0680 -0.1701 1.1702
H -21.01779 -26.66232 1.71355 0.0257 0.1623 0.6006
H -21.50168 -24.46610 1.10766 -0.0878 0.3764 -0.2660
H -21.78659 -23.97517 2.80607 0.5019 0.5202 -0.2813
H -17.42253 -23.46868 2.79859 -0.6288 -0.2580 -0.1092
H -17.75543 -21.75120 2.82310 -0.2731 -0.7033 -0.9368
H -17.59192 -22.65884 1.25629 0.1657 0.3215 -0.3721
C -18.66675 -24.97218 6.83067 -0.2910 -1.3284 1.3411
C -18.89049 -23.59703 6.35858 0.3224 0.9253 0.0115
O -17.70475 -22.89658 5.93425 -0.3934 -1.0671 -1.5051
C -17.00318 -22.19507 6.78875 0.5000 0.9001 0.5197
C -15.82315 -21.49040 6.18331 0.9313 -0.4243 0.6665
O -17.30029 -22.03556 7.94606 -0.3624 -0.2148 0.4546
H -19.64257 -25.34182 7.17340 -0.0868 -0.3304 -0.8370
H -18.13773 -25.15717 7.74822 0.7839 0.9272 0.5931
H -18.15416 -25.62043 6.14638 -0.2897 -0.3469 -0.8184
H -19.52874 -23.66248 5.47936 0.0100 0.4028 -0.0738
H -19.33457 -22.99653 7.13549 -0.4370 0.1704 0.1763
H -16.14123 -20.47223 5.93877 0.2939 -0.1421 0.0064
H -15.38044 -21.96876 5.30170 -0.4599 0.1235 0.1084
H -15.05484 -21.50563 6.99541 -0.5501 0.4149 -0.7169
C -13.12172 -19.51139 2.60649 0.1659 -0.0557 -0.8378
C -12.79448 -18.09688 2.90381 -0.1748 1.7744 1.2527
O -12.39122 -17.35425 1.73548 0.2695 -0.5803 -0.5071
C -11.07178 -17.27788 1.42692 -0.6734 1.6218 0.0433
C -10.91459 -16.50653 0.11618 -1.3486 -1.1600 -0.4402
O -10.17893 -17.61869 2.14794 0.1339 -0.5140 -0.0676
H -13.60408 -20.00121 3.43262 -0.0994 -0.2184 0.4064
H -12.23057 -20.01568 2.29537 0.6775 -0.6270 0.1695
H -13.75076 -19.57925 1.73315 -0.5866 0.0605 -0.2378
H -13.68812 -17.53975 3.27026 0.5661 -0.4496 -0.2269
H -11.99829 -17.97064 3.66086 -0.3488 -0.2755 -0.2974
H -10.01747 -15.92970 0.08295 0.5853 0.2532 0.1072
H -11.80992 -15.89204 -0.11869 0.6046 -0.3142 0.4004
H -10.89375 -17.28109 -0.67524 0.2134 0.3892 0.2059
```
Forces are in eV/Å.